63
Properties=species:S:1:pos:R:3:forces:R:3:nbo_charge:R:1 method="wB97M-V/def2-TZVPD" lumo_energy_ev="2.32 / 2.32" total_charge=-1 s2=3.75 e_tot_ha=-3670.662088 spin_multiplicity=4 orbital_gap_ev="7.67 / 7.67" relative_energy_kcal_mol=0.0 e_homo_ev="-5.345 / -5.349"
Nd -0.5675 0.4886 -1.9615 0.7 -0.6 1.9 2.222
C 0.1920 -2.1087 3.2191 0.1 -0.3 0.6 -1.155
Si -0.0929 -1.7150 1.3888 0.2 0.3 -0.4 1.757
C 1.3862 -2.6360 0.5626 0.6 0.5 0.4 -1.125
C -1.5745 -2.8473 0.9959 0.4 0.0 -0.3 -1.124
C -0.1679 0.0985 0.9370 0.4 0.7 0.4 -2.017
Si -1.5494 0.9756 1.9191 1.0 -1.2 -0.6 1.729
C -1.2861 1.0434 3.7984 0.1 -0.8 0.2 -1.135
C -1.8215 2.7853 1.5336 -0.6 0.3 0.3 -1.141
C -3.1630 0.0289 1.6513 -0.5 0.0 -0.1 -1.136
Si 1.5328 0.8658 1.2498 -1.2 -0.4 -0.1 1.709
C 2.6641 0.1097 2.6096 -0.1 0.7 0.1 -1.134
C 1.6088 2.7683 1.5867 0.4 -0.4 0.6 -1.119
C 2.5844 0.5130 -0.3369 0.1 0.2 0.2 -0.144
C 3.9938 0.5146 -0.2623 -0.8 -0.2 -0.4 -0.253
C 4.7193 0.1247 -1.3620 0.3 0.3 -0.3 -0.155
C 4.0743 -0.1067 -2.5631 0.2 -0.3 -0.7 -0.256
C 2.7016 0.0280 -2.6140 -0.6 -0.2 0.2 0.045
N 1.9479 0.2357 -1.5110 1.1 0.7 0.3 -0.572
H 0.9252 -2.9393 3.2336 -0.3 0.3 0.2 0.222
H -0.7532 -2.5103 3.6373 0.4 0.3 0.0 0.228
H 0.5799 -1.2957 3.8645 -0.3 -0.5 -0.4 0.229
H 1.6440 -3.4711 1.2582 -0.2 0.3 -0.8 0.221
H 2.3196 -2.0188 0.4617 -0.8 -0.4 0.1 0.223
H 1.1306 -2.9882 -0.4424 0.1 -0.2 0.2 0.230
H -1.1846 -3.8392 1.2702 -0.3 0.0 0.1 0.219
H -1.7801 -2.8795 -0.0789 0.0 0.1 0.2 0.236
H -2.4996 -2.6334 1.5438 0.3 -0.1 -0.1 0.231
H -0.7230 1.9333 4.0667 0.4 0.0 0.1 0.219
H -0.8364 0.1341 4.2679 -0.4 0.8 -0.4 0.231
H -2.2728 1.1871 4.2374 -0.2 0.0 0.2 0.224
H -1.0786 3.2359 0.8833 0.0 0.1 -0.1 0.246
H -1.7588 3.2672 2.5302 -0.1 0.1 -0.6 0.224
H -2.8265 2.9760 1.1051 0.6 0.0 0.2 0.245
H -3.2737 -0.8147 2.3522 0.1 0.3 -0.1 0.224
H -3.2945 -0.3945 0.6240 0.1 0.6 0.7 0.252
H -3.9590 0.7687 1.8949 0.2 -0.6 -0.3 0.225
H 2.2417 0.3505 3.6066 0.2 -0.3 -0.4 0.235
H 3.6258 0.6611 2.5487 -0.3 -0.4 0.1 0.215
H 2.8391 -0.9750 2.5081 -0.1 0.5 0.1 0.240
H 1.0557 3.1230 2.4953 0.5 -0.6 -0.6 0.240
H 1.2431 3.3868 0.7614 0.3 -0.2 0.0 0.248
H 2.7042 2.9353 1.7652 -0.8 0.3 -0.2 0.221
H 4.5241 0.7708 0.6408 -0.2 0.0 0.2 0.219
H 5.7978 0.0879 -1.3113 0.1 -0.1 0.0 0.210
H 4.6274 -0.4038 -3.4654 -0.3 0.3 0.5 0.223
H 2.1083 -0.0179 -3.5275 0.5 -0.3 0.0 0.249
O -2.2662 0.2757 -4.9112 1.2 0.2 -0.3 -1.011
P -0.8369 -0.4622 -5.0817 -0.3 -0.4 0.7 2.540
O -0.3927 -0.6594 -6.4778 -0.3 -0.3 1.4 -1.070
O 0.1186 0.2373 -4.0728 -0.6 -0.1 -1.2 -1.228
O -1.2003 -1.8554 -4.1595 -0.8 0.3 0.0 -1.106
P -2.4867 -1.9640 -3.1023 0.9 -0.4 0.2 2.552
O -2.3294 -3.5291 -2.7081 0.4 0.6 -0.5 -0.997
O -3.7665 -1.6451 -3.7639 0.1 -0.1 -0.1 -1.132
O -2.1120 -1.1302 -1.8450 -0.1 -0.7 -1.2 -1.211
H -2.9821 -0.3813 -4.9570 -0.5 0.0 0.2 0.535
H -2.8997 -3.8722 -2.0121 -0.1 0.4 0.0 0.513
F -2.1842 2.0548 -1.8949 -0.6 0.6 -0.4 -0.564
B -1.4386 3.3176 -2.1343 -0.3 0.6 0.3 1.358
F -0.1095 2.9050 -1.6590 -0.3 0.2 -0.4 -0.562
F -1.4289 3.6435 -3.4652 0.2 -0.4 0.5 -0.517
F -1.9927 4.2624 -1.3278 0.3 0.1 -0.1 -0.526